(1)
Entry from OMol25: a molecular structure, C6H14CrO3 (ωB97M-V/def2-TZVPD).

The calculation puts the frontier orbital gap (alpha / beta) at 0.2774 / 0.2224 hartree. As for the HOMO energy (alpha / beta): -12.51 / -11.02 eV. The multiplicity is 4. Its max |F| is 2.16 eV/Å. The value obtained for the energy is -41000.450 eV. Its charge is +1. The energy relative to the best compared isomer or geometry (same formula, charge and spin) is 0.093 eV.

Each line ends with the Löwdin spin population.
Element x y z (Å)
C: -3.849 1.113 0.143  0.000
O: -2.709 0.381 0.518  0.000
C: -2.519 -0.783 -0.245  0.000
C: -1.247 -1.462 0.190  0.000
O: -0.147 -0.744 -0.320  0.002
C: 1.024 -0.831 0.446  0.001
C: 2.144 -0.310 -0.422  0.001
O: 2.785 0.769 0.232  0.018
C: 3.962 1.213 -0.420  0.002
Cr: 1.701 2.200 1.510  2.974
H: -3.932 1.975 0.816  0.000
H: -3.749 1.480 -0.893  0.000
H: -4.765 0.503 0.230  0.000
H: -2.459 -0.523 -1.318  0.000
H: -3.362 -1.483 -0.098  0.000
H: -1.198 -2.490 -0.206  0.000
H: -1.241 -1.557 1.290  0.000
H: 1.364 -1.790 0.870  0.000
H: 0.670 -0.521 1.446  0.001
H: 1.859 -0.010 -1.443  0.000
H: 2.866 -1.125 -0.589  0.000
H: 4.725 0.422 -0.371  0.000
H: 3.768 1.461 -1.475  0.000
H: 4.309 2.112 0.108  0.001

Forces on atoms 1 to 2 (eV/Å):
C -0.3247 0.2376 -0.2011
O 0.4175 0.0079 0.3773

(2)
Entry from OMol25: 8 unconnected molecules or ions with the total composition C59H69N10O15 (ωB97M-V/def2-TZVPD).

The calculation puts the frontier orbital gap at 0.2744 hartree. As for the HOMO energy: -10.44 eV. The multiplicity is 1. Its max |F| is 1.92 eV/Å. The value obtained for the energy is -107889.749 eV. Its charge is +1.

Each line ends with the Löwdin charge.
Element x y z (Å)
C: -0.626 -3.079 3.589  -0.008
C: -0.085 -1.803 3.011  -0.345
C: -0.106 -0.648 3.977  -0.013
N: 0.447 -1.700 1.854  0.129
C: -0.168 -1.454 0.598  -0.427
C: 0.895 -1.604 -0.534  -0.135
C: 2.345 -1.289 -0.189  -0.160
C: 2.787 0.186 -0.061  -0.399
C: 2.438 1.025 -1.299  -0.061
C: 2.390 0.880 1.248  -0.073
C: -1.279 -2.491 0.215  -0.106
C: -2.711 -2.160 0.627  -0.102
C: -3.145 -0.702 0.327  -0.239
C: -3.603 -0.039 1.606  -0.068
C: -4.381 1.244 1.369  -0.436
O: -4.556 1.628 0.224  0.106
N: -4.885 1.973 2.467  -0.138
C: -5.187 1.138 3.630  -0.085
C: -3.936 3.064 2.853  -0.022
N: -2.005 0.008 -0.319  0.123
C: -0.754 -0.023 0.483  -0.044
H: -1.104 -2.918 4.552  0.084
H: -1.298 -3.615 2.924  0.073
H: 0.239 -3.714 3.799  0.088
H: 0.581 -0.869 4.799  0.079
H: 0.253 0.246 3.475  0.069
H: -1.086 -0.515 4.433  0.085
H: 0.867 -2.665 -0.787  0.116
H: 0.565 -1.074 -1.429  0.112
H: 2.926 -1.665 -1.037  0.117
H: 2.683 -1.873 0.664  0.114
H: 3.876 0.133 -0.044  0.126
H: 1.432 0.858 -1.675  0.045
H: 2.486 2.077 -1.010  0.081
H: 3.193 0.881 -2.068  0.076
H: 1.509 1.514 1.150  0.063
H: 3.195 1.568 1.513  0.082
H: 2.297 0.189 2.079  0.061
H: -0.947 -3.436 0.633  0.125
H: -1.265 -2.618 -0.869  0.115
H: -2.932 -2.380 1.668  0.106
H: -3.366 -2.810 0.048  0.119
H: -3.970 -0.692 -0.377  0.145
H: -4.265 -0.752 2.093  0.118
H: -2.803 0.157 2.322  0.126
H: -5.703 1.715 4.390  0.098
H: -4.301 0.701 4.107  0.087
H: -5.840 0.308 3.368  0.076
H: -4.424 4.021 2.696  0.090
H: -3.007 3.006 2.292  0.086
H: -3.741 2.999 3.920  0.084
H: -2.265 0.990 -0.467  0.153
H: -1.839 -0.369 -1.251  0.183
H: -0.943 0.488 1.421  0.123
H: -0.041 0.597 -0.052  0.097
C: 1.397 6.236 -4.019  -0.040
C: 1.108 5.044 -4.670  -0.065
C: 0.467 4.023 -3.993  -0.001
C: 0.124 4.217 -2.666  -0.156
C: 0.408 5.395 -1.996  0.001
C: 1.050 6.409 -2.683  -0.052
N: -0.560 3.144 -1.952  -0.339
O: -0.786 2.102 -2.543  0.046
O: -0.870 3.321 -0.789  0.063
H: 1.895 7.034 -4.552  0.117
H: 1.383 4.912 -5.703  0.102
H: 0.244 3.093 -4.494  0.117
H: 0.135 5.525 -0.959  0.120
H: 1.279 7.339 -2.180  0.115
C: -6.819 -2.318 -0.146  -0.083
C: -7.159 -3.581 -0.609  -0.058
C: -7.725 -4.499 0.263  0.007
C: -7.940 -4.130 1.580  -0.139
C: -7.603 -2.877 2.057  0.003
C: -7.036 -1.970 1.177  -0.075
N: -8.555 -5.100 2.502  -0.356
O: -8.818 -6.197 2.064  0.091
O: -8.754 -4.737 3.641  0.087
H: -6.388 -1.588 -0.821  0.104
H: -6.990 -3.850 -1.642  0.111
H: -7.995 -5.486 -0.081  0.123
H: -7.779 -2.611 3.089  0.121
H: -6.770 -0.977 1.516  0.092
C: 5.455 -4.219 6.255  -0.064
C: 4.968 -3.132 5.542  -0.064
C: 3.880 -2.420 6.019  -0.008
C: 3.299 -2.811 7.211  -0.151
C: 3.766 -3.893 7.933  0.000
C: 4.852 -4.600 7.446  -0.057
N: 2.155 -2.050 7.733  -0.348
O: 1.741 -1.117 7.067  0.049
O: 1.681 -2.394 8.791  0.092
H: 6.307 -4.770 5.882  0.109
H: 5.438 -2.837 4.614  0.107
H: 3.498 -1.573 5.469  0.113
H: 3.294 -4.183 8.859  0.122
H: 5.231 -5.448 7.999  0.111
C: -2.593 -9.062 5.439  -0.064
C: -2.271 -8.186 6.468  -0.060
C: -1.189 -7.331 6.339  -0.002
C: -0.447 -7.367 5.172  -0.152
C: -0.748 -8.235 4.139  -0.005
C: -1.831 -9.088 4.278  -0.062
N: 0.689 -6.446 5.023  -0.358
O: 0.941 -5.703 5.949  0.068
O: 1.302 -6.468 3.976  0.070
H: -3.441 -9.725 5.542  0.111
H: -2.864 -8.169 7.371  0.111
H: -0.932 -6.650 7.136  0.120
H: -0.152 -8.250 3.239  0.119
H: -2.080 -9.773 3.480  0.110
C: 2.502 -1.591 -7.155  -0.063
C: 3.626 -1.509 -6.344  -0.056
C: 4.001 -0.293 -5.798  -0.001
C: 3.236 0.826 -6.073  -0.145
C: 2.116 0.765 -6.883  -0.004
C: 1.751 -0.455 -7.426  -0.062
N: 3.622 2.115 -5.483  -0.326
O: 4.619 2.146 -4.795  0.075
O: 2.919 3.079 -5.714  0.062
H: 2.211 -2.543 -7.578  0.110
H: 4.212 -2.393 -6.137  0.112
H: 4.875 -0.224 -5.169  0.114
H: 1.537 1.652 -7.092  0.118
H: 0.879 -0.520 -8.063  0.110
C: -5.038 7.084 -3.107  -0.071
C: -3.780 6.902 -3.667  -0.068
C: -2.817 7.889 -3.542  -0.009
C: -3.128 9.043 -2.850  -0.147
C: -4.374 9.246 -2.289  0.000
C: -5.335 8.256 -2.422  -0.062
N: -2.093 10.079 -2.696  -0.355
O: -1.013 9.873 -3.212  0.069
O: -2.378 11.067 -2.059  0.090
H: -5.789 6.311 -3.203  0.107
H: -3.550 5.991 -4.202  0.105
H: -1.838 7.753 -3.978  0.112
H: -4.597 10.158 -1.756  0.122
H: -6.315 8.398 -1.989  0.110
C: 8.708 3.834 -4.718  -0.066
C: 7.819 2.768 -4.707  -0.069
C: 7.935 1.758 -5.646  -0.008
C: 8.945 1.830 -6.584  -0.146
C: 9.838 2.884 -6.616  -0.001
C: 9.715 3.893 -5.674  -0.062
N: 9.077 0.745 -7.570  -0.356
O: 8.262 -0.155 -7.526  0.069
O: 9.988 0.813 -8.365  0.087
H: 8.617 4.621 -3.981  0.107
H: 7.034 2.720 -3.966  0.096
H: 7.246 0.928 -5.641  0.104
H: 10.619 2.923 -7.361  0.121
H: 10.405 4.724 -5.684  0.109

Forces on atoms 1 to 2 (eV/Å):
C 0.2672 -0.1592 0.3715
C 0.2534 0.0460 0.0112

(3)
Entry from OMol25: a molecular structure, C32H23F5N2OS2Ti (ωB97M-V/def2-TZVPD).

The calculation puts the frontier orbital gap (alpha / beta) at 0.2551 / 0.2547 hartree. As for the HOMO energy (alpha / beta): -11.00 / -11.03 eV. The multiplicity is 2. Its max |F| is 2.42 eV/Å. The value obtained for the energy is -96951.485 eV. Its charge is +1. The energy relative to the best compared isomer or geometry (same formula, charge and spin) is 0.497 eV.

Each line ends with the Löwdin spin population.
Element x y z (Å)
Ti: -0.218 -0.262 0.349  0.880
F: 5.906 2.477 0.053  0.000
C: 4.583 2.370 -0.030  -0.001
C: 3.979 1.114 0.041  0.000
F: 4.701 0.005 0.189  0.000
C: 2.602 1.052 -0.041  0.000
F: 2.008 -0.205 0.019  0.012
C: 1.766 2.155 -0.195  0.006
S: 0.013 2.004 -0.274  -0.001
C: 2.404 3.400 -0.266  -0.001
F: 1.687 4.512 -0.408  0.000
C: 3.789 3.510 -0.185  0.000
F: 4.362 4.703 -0.250  0.000
C: -4.845 -0.132 -2.619  -0.007
C: -5.343 -0.089 -1.320  0.001
C: -4.485 -0.084 -0.240  -0.006
C: -3.109 -0.126 -0.477  0.004
C: -2.600 -0.150 -1.769  -0.001
C: -3.476 -0.157 -2.843  0.002
N: -2.176 -0.133 0.590  -0.009
N: -2.641 0.006 1.732  0.083
C: -1.650 -0.009 2.739  0.002
C: -2.079 0.118 4.061  0.012
C: -1.128 0.103 5.066  -0.002
C: 0.217 -0.023 4.743  0.013
C: 0.627 -0.143 3.414  -0.003
C: -0.301 -0.139 2.386  0.006
H: -5.524 -0.131 -3.452  0.000
H: -6.405 -0.056 -1.150  0.000
H: -4.858 -0.053 0.770  0.000
H: -1.512 -0.122 -1.961  0.002
H: -3.087 -0.165 -3.848  0.000
H: -3.128 0.231 4.277  0.000
H: -1.427 0.201 6.096  0.000
H: 0.953 -0.019 5.534  0.001
H: 1.691 -0.230 3.196  -0.001
O: -0.007 -2.066 -0.358  0.006
S: 0.735 -3.162 -1.127  0.001
C: 0.792 -4.553 0.090  0.000
C: -0.089 -4.353 1.286  0.000
C: -1.243 -5.103 1.474  0.000
C: -2.025 -4.907 2.600  0.000
C: -1.670 -3.956 3.538  0.000
C: -0.518 -3.208 3.364  0.000
C: 0.275 -3.411 2.246  0.001
C: -0.395 -3.659 -2.454  0.001
C: -1.693 -4.281 -2.074  0.000
C: -1.940 -5.618 -2.358  0.000
C: -3.159 -6.185 -2.026  0.000
C: -4.132 -5.416 -1.407  0.000
C: -3.888 -4.082 -1.129  0.000
C: -2.674 -3.512 -1.465  0.000
H: 1.845 -4.604 0.370  0.000
H: 0.537 -5.447 -0.475  0.000
H: -1.531 -5.841 0.746  0.000
H: -2.912 -5.502 2.743  0.000
H: -2.282 -3.806 4.413  0.000
H: -0.231 -2.472 4.095  0.000
H: 1.194 -2.839 2.126  0.000
H: 0.222 -4.333 -3.053  0.000
H: -0.520 -2.740 -3.036  0.000
H: -1.190 -6.215 -2.856  0.000
H: -3.351 -7.220 -2.256  0.000
H: -5.083 -5.853 -1.151  0.000
H: -4.646 -3.480 -0.655  0.000
H: -2.492 -2.466 -1.258  0.000

Forces on atoms 1 to 2 (eV/Å):
Ti 2.3314 0.0110 -0.6330
F -0.2362 -0.0056 -0.0193

(4)
Entry from OMol25: 2 unconnected molecules or ions with the total composition C23H26F2N (ωB97M-V/def2-TZVPD).

The calculation puts the frontier orbital gap at 0.1658 hartree. As for the HOMO energy: -10.42 eV. The multiplicity is 1. Its max |F| is 4.11 eV/Å. The value obtained for the energy is -31188.759 eV. Its charge is +1.

Each line ends with the natural charge from an NBO analysis.
Element x y z (Å)
C: -3.031 -1.993 0.221  -0.383
C: -2.467 -3.274 -0.389  -0.397
C: -0.953 -3.477 -0.225  -0.447
C: -0.167 -2.187 -0.065  0.259
N: 1.197 -2.336 -0.020  -0.414
C: 1.864 -3.603 -0.138  -0.206
C: 3.382 -3.292 -0.149  -0.411
C: 3.520 -1.756 -0.073  -0.414
C: 2.085 -1.197 -0.026  -0.192
C: -0.753 -0.945 -0.025  -0.254
C: -2.202 -0.761 -0.219  -0.434
H: -4.064 -1.873 -0.121  0.221
H: -3.049 -2.061 1.318  0.207
H: -2.982 -4.154 0.021  0.225
H: -2.684 -3.281 -1.463  0.203
H: -0.736 -4.191 0.588  0.233
H: -0.611 -4.025 -1.119  0.232
H: 1.617 -4.279 0.703  0.199
H: 1.580 -4.138 -1.064  0.193
H: 3.862 -3.765 0.718  0.225
H: 3.827 -3.682 -1.078  0.224
H: 4.060 -1.449 0.843  0.218
H: 4.042 -1.353 -0.959  0.220
H: 1.914 -0.570 -0.919  0.167
H: 1.942 -0.585 0.877  0.174
H: -0.131 -0.036 0.087  0.167
H: -2.403 -0.554 -1.293  0.200
H: -2.530 0.137 0.334  0.203
F: -3.386 3.890 -2.265  -0.308
C: -2.217 3.176 -2.265  0.401
C: -1.710 2.763 -3.490  -0.186
C: -0.503 2.051 -3.478  -0.193
C: 0.126 1.738 -2.282  -0.122
C: -0.458 2.094 -1.058  -0.145
C: 0.154 1.517 0.130  0.109
C: 0.247 2.217 1.410  -0.137
C: 1.514 2.201 2.067  -0.126
C: 1.744 2.968 3.205  -0.196
C: 0.731 3.767 3.750  -0.213
C: -0.509 3.744 3.117  0.474
F: -1.482 4.588 3.591  -0.318
C: -0.803 2.947 2.009  -0.240
C: -1.598 2.925 -1.043  -0.198
H: -2.200 3.037 -4.422  0.260
H: -0.051 1.712 -4.403  0.243
H: 1.045 1.137 -2.264  0.226
H: 1.152 1.125 -0.087  0.243
H: 2.296 1.556 1.649  0.225
H: 2.720 2.913 3.672  0.244
H: 0.923 4.425 4.593  0.259
H: -1.829 2.873 1.638  0.240
H: -2.036 3.315 -0.138  0.241

Forces on atoms 1 to 2 (eV/Å):
C 0.3230 0.2080 0.0226
C -0.1140 -0.2588 -0.1527

Question: Number 1 is which compound?
Answer: C6H14CrO3

Question: Among the records above, which one has the highest max |F|?
Answer: C23H26F2N

Question: max |F| of number 3 (C32H23F5N2OS2Ti)?
Answer: 2.42 eV/Å